46
Properties=species:S:1:pos:R:3:forces:R:3:nbo_charge:R:1 method="wB97M-V/def2-TZVPD" total_charge=+2 multiplicity=5 gap_ha="0.329 / 0.301" e_lumo_ev="-5.54 / -6.32" s_squared=6.008
N 0.37745 0.54245 -2.03385 -0.04 -1.55 0.57 -0.650
C 0.27009 -5.13299 0.78509 -0.49 0.25 -0.99 -0.657
H -2.99365 1.16654 -0.32315 0.30 1.57 0.20 0.237
H -2.98314 1.04613 -2.33084 1.94 -1.76 0.01 0.230
C 1.70129 3.24338 -3.84980 -1.90 1.67 -0.55 -0.219
C 1.32347 0.62532 4.32259 2.28 -0.16 0.62 -0.173
H -0.38796 -3.15674 1.43775 -0.05 -0.79 -0.98 0.204
H -1.16701 2.78834 -3.63414 -0.56 -0.08 -0.29 0.449
N -0.55029 -0.01894 1.22283 -0.75 -0.03 0.44 -0.652
O 0.70535 -2.86289 -0.30698 -2.13 -0.62 0.71 -0.839
C -1.88100 0.14807 1.30968 0.58 0.94 -1.67 0.405
C 1.42502 1.33998 -2.45748 -0.33 0.73 -0.16 0.086
C -2.71089 0.21403 0.03063 0.76 -1.60 0.93 -0.270
H -2.52930 -1.35028 -1.15667 0.35 0.02 -0.55 0.410
C -0.33747 -3.76302 0.48189 1.54 1.68 1.60 -0.063
C 1.25249 0.16888 3.02315 -0.66 1.21 0.05 -0.218
H 4.72842 2.13361 -2.81635 -0.81 -0.19 0.39 0.252
C 2.81369 1.28392 -2.21268 -0.69 -1.36 0.49 -0.216
H 0.48867 1.40219 6.11603 -0.08 0.23 0.53 0.248
H 0.93737 -3.42412 -1.04825 0.44 -0.01 -0.51 0.513
H -3.15359 0.87866 2.82420 -0.70 0.05 0.01 0.447
H 1.20241 4.04792 -4.39069 0.61 0.01 -0.22 0.234
C -2.07796 0.26360 -2.30026 -0.52 3.25 -0.67 -0.263
C -0.74345 0.97744 -2.57299 -0.60 0.94 0.88 0.410
H -2.20184 -0.41444 -3.08505 -0.48 -0.98 -1.46 0.247
C 0.25656 1.10929 5.11829 0.34 -0.76 -0.88 -0.178
H -3.66016 -0.26091 0.16225 -0.68 -0.53 0.35 0.233
H 2.33627 0.58450 4.78289 -0.92 0.19 -0.21 0.239
H 3.63597 3.98621 -4.12770 -0.20 -0.91 0.47 0.251
H 2.12098 -0.07596 2.39423 -0.49 -0.07 0.58 0.238
C -1.01623 1.06975 4.62244 -0.18 -1.10 -0.64 -0.196
H -1.33679 -3.70491 0.02639 0.62 -0.31 -0.40 0.193
C 0.84827 2.34608 -3.24237 1.34 -1.20 0.82 0.114
C -1.12368 0.59515 3.29213 -0.56 1.70 2.27 0.088
N -1.99429 -0.48682 -1.07944 -1.00 -0.41 1.44 -0.685
H 3.24995 0.51938 -1.58115 -0.17 -0.14 0.00 0.225
H 1.19534 -5.04644 1.34857 0.00 0.14 -0.02 0.247
Fe 0.07620 -0.86642 -0.57174 0.48 -0.01 0.23 1.567
H -0.46502 -5.64189 1.40671 0.02 -0.20 0.02 0.259
N -2.27404 0.51940 2.52944 1.02 -0.41 -0.53 -0.481
C 3.62505 2.15363 -2.84567 0.73 1.94 -1.33 -0.178
H 0.44776 -5.75523 -0.12131 -0.20 0.47 0.55 0.235
C 3.03678 3.18541 -3.64455 1.30 0.23 -0.21 -0.167
H -1.90454 1.17299 5.22578 -0.02 0.51 0.11 0.241
C -0.04202 0.31429 2.51094 0.04 -1.86 -1.90 0.093
N -0.52051 2.13546 -3.24079 0.51 -0.71 -0.09 -0.488


5
Properties=species:S:1:pos:R:3:forces:R:3:nbo_charge:R:1 method="wB97M-V/def2-TZVPD" e_above_lowest_ev=6.6095 total_charge=0 gap_ha=0.382 e_lumo_ev=-2.11
N 0.83972 1.70262 -0.35360 -0.45 -1.53 0.17 -0.173
C 0.40532 0.64410 -0.16891 2.67 4.75 -0.58 0.326
O 0.27159 -1.30433 0.87097 0.08 0.11 -0.07 -0.276
N -0.21147 -0.49479 0.11840 -3.19 -2.81 -0.25 0.431
O -1.30517 -0.54759 -0.46686 0.89 -0.52 0.73 -0.308


Calculated DFT total energy (hartree), listed in the same order as above: -2310.75856; -297.93315